(1)
A molecular structure, C12H30N2O4Sn at a distorted geometry. Source: OMol25; level of theory: the ωB97M-V functional and the def2-TZVPD basis.

Energy relative to the best compared isomer or geometry (same formula, charge and spin) in eV: 7.545
Electronic energy in eV: -29907.0677
E_HOMO in eV: -14.31
Net charge: +2
Frontier orbital gap in eV: 3.36
LUMO energy in eV: -10.96
Multiplicity: 1
Largest force on an atom in eV/Å: 3.8

Positions of all 49 atoms, in Å:
Sn: -9.6030 -25.0700 19.1028
C: -12.4031 -28.0680 16.2413
O: -12.8253 -27.2135 17.1872
C: -14.2328 -27.3222 17.4374
C: -14.7901 -26.1270 18.2022
N: -14.3317 -25.8430 19.5835
C: -15.0938 -26.1340 20.7656
C: -15.1735 -27.5528 21.1251
O: -15.9501 -28.3433 20.2314
C: -16.3107 -29.5411 20.8346
H: -12.5673 -29.1440 16.2984
H: -11.3177 -27.9676 16.2330
H: -12.6592 -27.6350 15.2744
H: -14.4012 -28.2437 17.9947
H: -14.8104 -27.3904 16.5156
H: -15.8796 -26.0940 18.2139
H: -14.4811 -25.2837 17.5847
H: -13.9515 -24.9144 19.4686
H: -16.0045 -25.6027 20.4894
H: -14.6120 -25.5511 21.5505
H: -15.8090 -27.4916 22.0086
H: -14.1934 -27.8690 21.4820
H: -15.4951 -30.1020 21.2910
H: -16.8618 -30.2582 20.2262
H: -17.0245 -29.2566 21.6077
C: -9.0957 -26.0632 23.9889
O: -9.2127 -24.8917 23.0331
C: -8.8975 -23.7430 23.8279
C: -9.1827 -22.4032 23.2040
N: -8.4057 -22.0534 21.9766
C: -7.0576 -21.5582 22.2653
C: -6.2476 -21.5055 20.9756
O: -6.1700 -22.8046 20.3637
C: -5.2208 -23.7323 20.8201
H: -9.7610 -26.0114 24.8508
H: -8.0894 -26.1727 24.3933
H: -9.3781 -26.9599 23.4372
H: -7.8452 -23.7924 24.1076
H: -9.3993 -23.8168 24.7927
H: -9.1098 -21.4966 23.8048
H: -10.2070 -22.4754 22.8383
H: -8.8900 -21.2528 21.5964
H: -6.4608 -22.1187 22.9848
H: -7.1493 -20.6267 22.8239
H: -5.3200 -20.9440 21.0868
H: -6.8010 -20.9931 20.1887
H: -5.2970 -24.6323 20.2099
H: -5.2507 -24.0697 21.8562
H: -4.1750 -23.4512 20.6959

(2)
3 unconnected molecules or ions with the total composition C12H30O3 at a distorted geometry. Source: OMol25; level of theory: the ωB97M-V functional and the def2-TZVPD basis.

Energy relative to the best compared isomer or geometry (same formula, charge and spin) in eV: 1.218
Electronic energy in eV: -19065.3010
E_HOMO in eV: -9.59
Frontier orbital gap in eV: 10.33
LUMO energy in eV: 0.74
Multiplicity: 1
Structure (SMILES): CCOCC.CCOCC.CCOCC
Largest force on an atom in eV/Å: 7.0

Positions of all 45 atoms, in Å:
C: -3.3695 1.7747 -1.5906
C: -1.9043 1.7350 -1.0547
O: -1.8126 1.1355 0.3069
C: -0.5996 1.1118 0.8960
C: -0.6860 0.6870 2.3007
H: -3.4990 0.6132 -1.4955
H: -3.5397 2.2271 -2.5151
H: -4.2724 2.2823 -0.9981
H: -1.4711 2.7465 -0.9507
H: -1.0205 1.3211 -1.6418
H: -0.2709 2.0803 0.8796
H: 0.0213 0.4929 0.3979
H: -0.8716 -0.3438 2.1912
H: -1.5185 1.3052 2.8564
H: 0.2359 0.6733 2.7969
C: 0.4361 -2.9110 -0.9754
C: -1.1159 -2.6706 -0.9609
O: -1.7090 -3.9535 -0.8689
C: -3.1145 -3.8143 -0.7929
C: -3.6778 -5.1546 -0.8513
H: 0.6949 -3.5254 -0.0251
H: 0.9257 -1.9410 -0.8961
H: 0.5154 -3.4723 -1.9938
H: -1.4266 -2.0662 -1.8456
H: -0.8942 -1.8743 -0.1729
H: -3.4863 -3.1668 -1.7101
H: -3.1484 -3.3090 0.3340
H: -3.1729 -5.7013 -1.7045
H: -4.8365 -5.2879 -0.8737
H: -3.1679 -5.7238 0.0327
C: 3.8895 3.8170 -1.1782
C: 2.9765 3.1306 -0.2067
O: 3.7400 2.2966 0.7589
C: 2.9844 1.6688 1.8129
C: 3.9640 0.8060 2.4843
H: 3.4970 4.0852 -2.0789
H: 4.2375 2.9474 -1.6191
H: 4.6783 4.3549 -0.6478
H: 2.3451 2.3810 -0.5332
H: 2.3206 3.8118 0.2883
H: 2.1392 1.2680 1.3625
H: 2.6664 2.3790 2.4434
H: 3.3214 0.4622 3.4401
H: 4.8746 1.1689 2.8102
H: 4.1221 0.1525 1.7890

(3)
3 unconnected molecules or ions with the total composition C12H30O3 at a distorted geometry. Source: OMol25; level of theory: the ωB97M-V functional and the def2-TZVPD basis.

Energy relative to the best compared isomer or geometry (same formula, charge and spin) in eV: 1.390
Electronic energy in eV: -19065.1287
E_HOMO in eV: -9.57
Frontier orbital gap in eV: 10.42
LUMO energy in eV: 0.86
Multiplicity: 1
Structure (SMILES): CCOCC.CCOCC.CCOCC
Largest force on an atom in eV/Å: 12.8

Positions of all 45 atoms, in Å:
C: 1.1204 -2.8225 2.2719
C: 0.5088 -2.3283 0.9632
O: 0.9689 -3.2063 -0.0225
C: 0.4011 -2.9400 -1.2897
C: 0.9932 -3.9533 -2.2309
H: 0.4779 -3.5158 2.7200
H: 1.2908 -2.0427 2.8067
H: 2.2439 -3.2777 2.2168
H: 0.9854 -1.2788 0.8322
H: -0.5860 -2.3989 1.2238
H: 0.6154 -1.8492 -1.6189
H: -0.6222 -2.9540 -1.2960
H: 2.0242 -3.9189 -2.2839
H: 0.6248 -3.8429 -3.2211
H: 0.7885 -5.0714 -1.7568
C: 1.8699 4.9162 1.4330
C: 1.6694 3.3776 1.3414
O: 1.4213 3.0122 -0.0130
C: 1.6768 1.6607 -0.2880
C: 1.4146 1.3865 -1.7365
H: 0.9970 5.3776 0.9894
H: 2.9139 5.1273 1.1323
H: 1.8866 4.9766 2.4699
H: 0.7852 3.0959 2.0511
H: 2.5862 2.7475 1.6402
H: 0.8329 0.9799 0.1986
H: 2.6154 1.1056 -0.0934
H: 1.2980 0.4092 -2.0160
H: 1.9496 1.9959 -2.1054
H: 0.6377 1.9444 -1.9441
C: -1.9697 0.0978 2.1202
C: -2.4751 0.8188 0.9578
O: -2.2839 -0.1240 -0.1651
C: -2.6133 0.4286 -1.3767
C: -2.6244 -0.5029 -2.5053
H: -2.1689 0.7689 3.0573
H: -0.8226 -0.0930 2.2567
H: -2.5784 -0.8261 2.5319
H: -1.9421 1.6988 0.7814
H: -3.3810 1.0698 1.0706
H: -2.1325 1.3824 -1.5737
H: -3.5398 0.8780 -1.3319
H: -3.0522 0.0405 -3.3806
H: -3.2112 -1.6311 -2.1038
H: -1.5944 -0.7188 -2.7132

(4)
A molecular structure, C12H31Ba2CuO9P2 at a distorted geometry. Source: OMol25; level of theory: the ωB97M-V functional and the def2-TZVPD basis.

Energy relative to the best compared isomer or geometry (same formula, charge and spin) in eV: 6.522
Electronic energy in eV: -95935.6057
E_HOMO in eV: -15.78
Net charge: +4
Frontier orbital gap in eV: 2.45
LUMO energy in eV: -13.33
Multiplicity: 1
Largest force on an atom in eV/Å: 4.7

Positions of all 57 atoms, in Å:
Cu: -2.0473 1.9084 1.9615
Ba: -7.5648 1.3260 -1.0000
Ba: -3.6204 -4.3906 2.4094
O: -3.0110 -0.7042 -0.9793
H: -2.2576 -0.8728 -1.5781
C: 3.4865 -4.0324 3.4524
C: 4.7387 -4.8737 3.9737
O: 4.3204 -6.1520 4.3485
P: 3.3022 -6.5950 5.5381
O: 1.8647 -6.3000 5.2531
O: 3.7555 -8.0867 5.8204
C: 5.0974 -8.3806 5.9762
C: 5.2179 -9.6733 6.7535
O: 3.8885 -5.8045 6.7897
C: 3.3209 -6.1255 8.0780
C: 2.2835 -5.1162 8.4355
H: 2.7396 -3.9981 4.2455
H: 3.7371 -3.0279 3.1112
H: 2.9730 -4.4412 2.5821
H: 5.5611 -4.9122 3.2594
H: 5.2558 -4.5217 4.8663
H: 5.6461 -8.4676 5.0383
H: 5.7059 -7.6861 6.5553
H: 5.0445 -9.6740 7.8296
H: 4.6791 -10.4377 6.1938
H: 6.2597 -9.9930 6.7771
H: 2.9795 -7.1561 8.1749
H: 4.1641 -6.0533 8.7650
H: 2.1935 -5.2996 9.5062
H: 2.6203 -4.0866 8.3142
H: 1.3827 -5.0082 7.8315
C: -0.9467 3.5135 -7.2398
C: -2.0897 4.2353 -6.5113
O: -2.6996 5.4396 -6.8530
P: -3.8162 6.1395 -5.8336
O: -4.9326 5.3100 -5.3544
O: -4.2293 7.4661 -6.6538
C: -5.1521 7.5183 -7.7201
C: -4.5373 8.3436 -8.8672
O: -2.8962 6.6987 -4.6947
C: -3.4715 7.6607 -3.7777
C: -2.5412 8.0404 -2.7477
H: -1.1000 3.6237 -8.3133
H: -0.0336 4.0122 -6.9147
H: -0.7437 2.5103 -6.8650
H: -2.8281 3.4515 -6.6800
H: -1.8238 4.3806 -5.4642
H: -5.5685 6.5800 -8.0866
H: -6.0136 7.9322 -7.1960
H: -3.9871 9.2495 -8.6130
H: -3.8871 7.7599 -9.5189
H: -5.2740 8.6623 -9.6046
H: -4.1682 8.3677 -4.2281
H: -4.1346 7.0118 -3.2056
H: -3.0593 8.1990 -1.8018
H: -1.6258 7.5271 -2.4534
H: -2.1570 9.0032 -3.0845

(5)
A molecular structure, C12H31N4O7Y at a distorted geometry. Source: OMol25; level of theory: the ωB97M-V functional and the def2-TZVPD basis.

Electronic energy in eV: -34279.4301
E_HOMO (alpha / beta) in eV: -11.50 / -11.04
Net charge: +1
Frontier orbital gap (alpha / beta) in eV: 9.83 / 4.68
LUMO energy (alpha / beta) in eV: -1.67 / -6.36
Multiplicity: 2
Largest force on an atom in eV/Å: 3.9

Positions of all 55 atoms, in Å:
Y: 0.2092 -0.8051 -0.6401
O: 0.5321 -2.9714 -0.7076
H: 0.5976 -3.9385 -0.5853
O: 1.8843 -0.1646 0.6887
H: 2.8252 0.0900 0.6217
O: -1.6374 -0.9271 -1.7601
H: -2.3207 -1.5364 -2.1011
C: 3.0894 -1.1667 -2.8367
O: 1.9829 -1.1213 -2.2716
N: 4.1724 -1.8252 -2.3585
C: 5.3955 -1.9219 -3.1503
C: 4.2364 -2.4994 -1.0295
H: 3.3614 -0.5840 -3.7304
H: 6.0415 -1.1439 -2.7435
H: 5.3234 -1.9994 -4.2352
H: 5.9007 -2.8548 -2.9002
H: 4.1788 -3.5770 -1.1833
H: 5.1409 -2.1497 -0.5318
H: 3.3861 -2.2284 -0.4037
C: -0.5062 1.7822 1.5779
O: -0.7307 1.1738 0.5031
N: -1.4860 2.3820 2.3274
C: -1.2861 3.0703 3.6145
C: -2.8584 2.3607 1.7871
H: 0.4734 2.0221 2.0195
H: -1.0592 4.1266 3.4701
H: -0.4373 2.6429 4.1482
H: -2.1324 2.9250 4.2858
H: -3.2111 3.3865 1.6797
H: -2.8278 1.9642 0.7722
H: -3.5534 1.8118 2.4225
C: 0.0714 2.1142 -2.8331
O: 0.2787 1.1343 -2.0428
N: -1.0847 2.7200 -2.9302
C: -2.3052 2.4106 -2.2426
C: -1.2102 3.7133 -3.9960
H: 0.8155 2.4588 -3.5678
H: -2.7174 3.3605 -1.9023
H: -2.1871 1.6465 -1.4743
H: -2.9787 1.9143 -2.9414
H: -1.6184 3.2092 -4.8720
H: -1.8140 4.6068 -3.8372
H: -0.2318 4.0733 -4.3142
C: -1.0392 -2.4928 1.9531
O: -1.1247 -1.5365 1.1883
N: -1.5696 -2.4999 3.1707
C: -1.4427 -3.6442 4.0935
C: -2.2526 -1.3187 3.7601
H: -0.6674 -3.4845 1.6524
H: -1.0011 -4.5134 3.6061
H: -2.4981 -3.8932 4.2040
H: -0.8966 -3.4138 5.0083
H: -2.5528 -0.6705 2.9368
H: -3.1368 -1.5274 4.3622
H: -1.5212 -0.6903 4.2683

(6)
A molecular structure, C12H32As2F12N4O4 at a distorted geometry. Source: OMol25; level of theory: the ωB97M-V functional and the def2-TZVPD basis.

Electronic energy in eV: -181391.9951
E_HOMO in eV: -15.65
Net charge: +2
Frontier orbital gap in eV: 9.72
LUMO energy in eV: -5.93
Multiplicity: 1
Largest force on an atom in eV/Å: 1.8

Positions of all 66 atoms, in Å:
C: 3.9831 0.0276 -2.6857
C: 4.1145 -1.4342 -2.4992
O: 5.1012 -2.0792 -2.5554
N: 2.8391 -2.1331 -2.0255
H: 2.0920 -1.4289 -1.9301
H: 2.6017 -2.8344 -2.7298
C: 3.0641 -2.8943 -0.7591
H: 3.3783 0.5334 -1.9313
H: 3.4283 0.1984 -3.6216
H: 4.9562 0.4886 -2.8063
H: 3.7963 -3.6706 -0.9540
H: 2.1148 -3.3318 -0.4665
H: 3.4049 -2.2132 0.0136
C: -2.0087 1.3154 -4.4211
C: -2.2781 0.4542 -5.5954
O: -3.2954 0.2756 -6.1587
N: -1.0198 -0.2232 -6.2060
H: -0.2143 0.3429 -5.9345
H: -0.9400 -1.1460 -5.7730
C: -1.0828 -0.2990 -7.7108
H: -1.4021 0.8050 -3.6602
H: -2.9658 1.5580 -3.9765
H: -1.4076 2.1584 -4.7702
H: -2.0270 -0.7436 -8.0020
H: -0.2324 -0.8833 -8.0436
H: -1.0442 0.7267 -8.0657
C: -2.9232 -1.7823 1.9326
C: -4.2183 -1.0651 1.7440
O: -5.3009 -1.3411 2.1202
N: -4.1106 0.1126 0.7646
H: -3.5205 -0.1206 -0.0416
H: -5.0605 0.2613 0.4130
C: -3.6047 1.3647 1.4426
H: -2.8570 -2.5630 1.1748
H: -2.9399 -2.2681 2.9058
H: -2.1566 -1.0089 1.8876
H: -4.3400 1.7098 2.1625
H: -3.4854 2.1373 0.6861
H: -2.6308 1.1784 1.8889
C: 2.5771 1.0571 5.9347
C: 2.0229 -0.2892 5.5450
O: 2.2502 -1.3425 6.0215
N: 1.2790 -0.2975 4.1920
H: 0.2872 -0.0431 4.2960
H: 1.6349 0.4611 3.5998
C: 1.3789 -1.6059 3.4834
H: 2.0097 1.3588 6.8148
H: 2.5684 1.7311 5.0856
H: 3.5982 0.8266 6.2394
H: 2.4048 -1.8985 3.2901
H: 0.9334 -1.4747 2.4968
H: 0.8032 -2.2939 4.0902
As: 0.0621 0.0494 -0.4946
F: -1.6192 -0.2729 -0.8071
F: 0.3551 -1.5877 0.0354
F: 1.7540 0.3153 -0.1931
F: -0.0820 1.6345 -1.0775
F: -0.3665 0.5356 1.0789
F: 0.4729 -0.5534 -2.1199
As: -0.3328 3.3810 3.8182
F: 0.3767 3.0149 5.3607
F: -0.4291 1.6500 3.4823
F: -1.0833 3.6960 2.2955
F: -0.0506 5.0523 4.0518
F: 1.2422 3.2915 3.0651
F: -1.8555 3.4195 4.6025

(7)
6 unconnected molecules or ions with the total composition C12H32Br4O4 at a distorted geometry. Source: OMol25; level of theory: the ωB97M-V functional and the def2-TZVPD basis.

Electronic energy in eV: -301311.2422
E_HOMO (alpha / beta) in eV: -12.30 / -12.27
Net charge: +1
Frontier orbital gap (alpha / beta) in eV: 9.55 / 3.08
LUMO energy (alpha / beta) in eV: -2.75 / -9.18
Multiplicity: 2
Largest force on an atom in eV/Å: 1.9

Positions of all 52 atoms, in Å:
Br: 12.3152 -20.2522 28.6091
C: 10.9719 -20.9563 27.4390
C: 11.5397 -20.8699 25.9782
Br: 10.0000 -21.4162 24.8043
H: 10.0425 -20.3869 27.4484
H: 10.7647 -21.9612 27.8068
H: 12.3811 -21.5308 25.7700
H: 11.9158 -19.8690 25.7667
Br: 7.2830 -19.9615 27.3017
C: 7.5701 -17.9778 27.5064
C: 8.9491 -17.5228 27.1463
Br: 8.9546 -15.5762 27.2188
H: 7.5050 -17.6288 28.5369
H: 6.7464 -17.4470 27.0290
H: 9.2562 -17.8764 26.1620
H: 9.8338 -17.7604 27.7371
C: 15.5569 -22.6383 27.1205
C: 16.5102 -21.7473 26.3190
O: 16.6828 -20.5293 27.0785
H: 15.8282 -22.9205 28.1377
H: 15.3921 -23.6483 26.7452
H: 14.5801 -22.1562 27.1598
H: 16.2466 -21.4554 25.3024
H: 17.4993 -22.0747 25.9984
H: 16.8013 -19.7291 26.5616
C: 10.6352 -15.8098 30.6097
C: 11.7612 -16.8057 30.3910
O: 11.4674 -18.1320 30.7166
H: 11.0417 -14.8344 30.3426
H: 10.3452 -15.7682 31.6596
H: 9.7166 -15.9580 30.0419
H: 12.6009 -16.4907 31.0106
H: 12.2158 -16.8686 29.4023
H: 12.2824 -18.5242 31.0382
C: 13.2027 -20.4080 22.6346
C: 12.5627 -21.7051 22.1259
O: 13.1850 -22.9213 22.6759
H: 14.2682 -20.4853 22.4179
H: 13.0396 -20.3383 23.7100
H: 12.8511 -19.4948 22.1545
H: 12.7017 -21.6786 21.0451
H: 11.4911 -21.7480 22.3209
H: 12.9047 -22.9472 23.5937
C: 10.1896 -21.3550 31.5773
C: 9.0001 -20.5309 31.0774
O: 9.3436 -19.5972 30.0467
H: 10.7334 -20.9148 32.4131
H: 10.8350 -21.5079 30.7123
H: 10.0157 -22.3618 31.9570
H: 8.3766 -20.0019 31.7982
H: 8.2550 -21.1890 30.6302
H: 10.0235 -19.0270 30.4129

(8)
6 unconnected molecules or ions with the total composition C12H32F12N4O4P2 at a distorted geometry. Source: OMol25; level of theory: the ωB97M-V functional and the def2-TZVPD basis.

Energy relative to the best compared isomer or geometry (same formula, charge and spin) in eV: 2.434
Electronic energy in eV: -78294.6663
E_HOMO in eV: -16.00
Net charge: +2
Frontier orbital gap in eV: 9.91
LUMO energy in eV: -6.09
Multiplicity: 1
Largest force on an atom in eV/Å: 5.3

Positions of all 66 atoms, in Å:
C: -3.0598 2.0987 1.0627
C: -2.5263 3.1539 1.8743
O: -3.2072 3.9421 2.5560
N: -1.0651 3.5223 1.7577
H: -0.6700 3.6368 0.8352
H: -0.9497 4.4593 2.1164
C: -0.1435 2.5895 2.6446
H: -4.1371 2.1037 1.2284
H: -2.9215 1.0521 1.3340
H: -2.8934 2.1134 -0.0144
H: 0.8940 2.8623 2.4514
H: -0.3612 1.5744 2.3125
H: -0.3775 2.8765 3.6697
C: 3.7248 1.1037 -1.6137
C: 3.7184 1.8254 -3.0107
O: 4.2768 1.3979 -3.9741
N: 2.6211 2.8940 -3.1419
H: 2.4167 3.5232 -2.3787
H: 2.9193 3.6066 -3.7926
C: 1.2849 2.2380 -3.6196
H: 4.7409 0.8696 -1.2962
H: 3.1838 0.1660 -1.4866
H: 3.2731 1.7082 -0.8272
H: 0.6907 3.1090 -3.8957
H: 0.8085 1.5577 -2.9136
H: 1.5113 1.6919 -4.5353
C: 3.8102 -4.7218 3.0212
C: 2.3723 -4.4288 2.7163
O: 1.5837 -3.9447 3.5348
N: 1.9048 -5.0783 1.4389
H: 2.2283 -6.0300 1.5373
H: 0.9151 -5.1456 1.6291
C: 2.3035 -4.4403 0.1458
H: 4.0718 -4.2567 3.9716
H: 4.3772 -4.3287 2.1773
H: 3.8788 -5.8043 3.1290
H: 1.9128 -3.4335 -0.0020
H: 2.0468 -4.9985 -0.7545
H: 3.3799 -4.2909 0.0613
C: -2.4899 -1.9861 2.0947
C: -3.4373 -2.8582 1.2874
O: -4.4513 -3.3964 1.6785
N: -3.2115 -2.8727 -0.2348
H: -2.2298 -2.7152 -0.4122
H: -3.2638 -3.8654 -0.4133
C: -4.3726 -2.0916 -0.9255
H: -2.8851 -0.9922 1.8845
H: -1.4566 -2.0493 1.7535
H: -2.5370 -2.0666 3.1807
H: -5.3483 -2.5612 -1.0496
H: -3.9983 -2.1587 -1.9471
H: -4.4275 -1.0303 -0.6830
P: 0.3753 -0.4585 -0.6864
F: 1.2120 -0.6155 -2.0685
F: 1.7339 -0.9321 0.1143
F: 0.7506 1.1066 -0.5032
F: -0.4675 -0.1862 0.7002
F: -0.9797 -0.1964 -1.6173
F: -0.0933 -2.1034 -0.6779
P: -1.0149 4.8318 -1.6364
F: -0.7171 3.4124 -0.9362
F: -1.5304 3.8783 -2.8666
F: -2.4118 4.5870 -0.9503
F: -1.4292 6.2199 -2.2822
F: -0.2831 5.3685 -0.3053
F: 0.4275 4.9576 -2.4466